(1)
C5H12O2 | the ωB97M-V functional and the def2-TZVPD basis

Positions of all 19 atoms, in Å:
C  2.1127  0.3453  1.0926
C  1.2329  0.7212  -0.1024
C  0.3950  -0.4415  -0.5693
O  -0.8234  -0.8998  2.3086
C  -0.8492  -0.4023  -1.0604
C  -1.7022  0.8184  -1.2467
O  -1.4075  -1.5755  -1.5005
H  1.4909  0.0382  1.9404
H  2.7800  -0.4862  0.8351
H  2.7372  1.1894  1.4036
H  0.5982  1.5723  0.1732
H  1.8712  1.0707  -0.9264
H  0.8713  -1.4228  -0.5523
H  -0.4454  -1.7843  2.3848
H  -0.7169  -0.6951  1.3665
H  -1.7900  1.0551  -2.3137
H  -2.7143  0.6523  -0.8557
H  -1.2870  1.6904  -0.7395
H  -2.3534  -1.4458  -1.6379

Structure (SMILES): CC/C=C(\C)O.O
ΔE to the lowest compared entry with this formula, charge and spin: 0.9640 eV
HOMO level: -0.3215 Ha



(2)
C7H9NO2S2 | the ωB97M-V functional and the def2-TZVPD basis

Positions of all 21 atoms, in Å:
C  0.6217  -1.4547  -0.3114
C  1.1753  -0.1085  -0.4187
C  -0.7179  -1.3133  -0.1650
C  0.1054  0.7191  -0.3765
C  -2.4969  0.5580  -0.0119
C  -2.6499  1.6674  1.0150
C  3.8353  -0.6715  0.1638
N  -1.0610  0.0167  -0.2158
O  -1.6442  -2.2641  0.1759
O  0.0871  1.9884  -0.7430
S  -3.7796  -0.1062  -0.7414
S  2.8022  0.4467  -0.8317
H  1.0053  -2.4367  -0.4386
H  -1.6498  2.1700  1.1278
H  -2.9839  1.3736  1.9363
H  -3.3334  2.4375  0.5988
H  4.0964  -0.2326  1.0275
H  4.7231  -0.8924  -0.4508
H  3.1529  -1.5262  0.2662
H  -2.1824  -2.6011  -0.4606
H  0.8941  2.2298  -1.1459

Structure (SMILES): CSc1cc(O)n(C(C)=S)c1O
ΔE to the lowest compared entry with this formula, charge and spin: 2.4313 eV
HOMO level: -0.2783 Ha



(3)
C39H36O4S2Se2W | the ωB97M-V functional and the def2-TZVPD basis

Positions of all 84 atoms, in Å:
W  1.3255  -0.9141  0.7102
O  2.8012  0.2538  1.4649
C  4.1486  -0.1133  1.9458
C  4.5021  -1.5840  1.7385
C  5.9790  -1.6972  2.1942
O  6.0628  -1.2155  3.5182
C  4.5020  -2.0310  0.2709
Se  2.8686  -1.9976  -0.8627
C  3.6986  -2.5151  2.6449
Se  1.7492  -2.3635  2.5634
H  2.8466  1.1341  0.9318
H  4.1808  0.1463  3.0007
H  4.8317  0.5272  1.3879
H  6.6151  -1.1159  1.5169
H  6.2797  -2.7479  2.1262
H  6.9649  -1.3027  3.8432
H  4.8671  -3.0556  0.2184
H  5.1905  -1.4038  -0.2970
H  3.9709  -2.3438  3.6848
H  3.9257  -3.5543  2.4044
C  -6.6109  -1.7437  -2.3610
C  -5.2075  -1.8507  -1.8504
C  -4.7829  -2.9774  -1.1514
C  -3.4854  -3.0728  -0.6772
C  -2.6168  -2.0020  -0.8713
C  -3.0079  -0.8747  -1.5920
C  -4.2946  -0.8117  -2.0782
S  -1.0610  -2.2353  -0.1116
O  0.0531  -1.4244  -0.8897
C  -0.9016  -1.2452  1.3444
C  -1.3297  -1.8671  2.5792
C  -1.1836  -1.2027  3.7359
C  -0.5616  0.0990  3.7532
C  -0.2824  0.7232  4.9743
C  0.2956  1.9724  5.0134
C  0.5895  2.6431  3.8240
C  0.3113  2.0546  2.6111
C  -0.2444  0.7651  2.5466
C  -0.5741  0.1580  1.2247
C  -1.1326  1.1492  0.2429
C  -2.4723  1.6054  0.4012
C  -3.3531  1.0432  1.3576
C  -4.6378  1.4943  1.4599
C  -5.1064  2.5232  0.6159
C  -4.2783  3.0876  -0.3119
C  -2.9401  2.6482  -0.4410
C  -2.0672  3.2405  -1.3914
C  -0.7806  2.8165  -1.5225
C  -0.3384  1.7634  -0.6931
S  1.3154  1.1833  -0.7447
O  2.3239  2.1183  -0.1521
C  1.6636  0.9835  -2.4582
C  2.9510  1.2782  -2.8882
C  3.2662  1.0788  -4.2194
C  2.3226  0.5801  -5.1183
C  2.6686  0.3936  -6.5643
C  1.0418  0.2851  -4.6495
C  0.6999  0.4837  -3.3249
H  -7.1037  -2.7132  -2.3837
H  -6.6307  -1.3191  -3.3640
H  -7.1957  -1.0850  -1.7153
H  -5.4664  -3.8018  -0.9969
H  -3.1536  -3.9682  -0.1654
H  -2.3037  -0.0798  -1.7921
H  -4.6088  0.0520  -2.6510
H  -1.7353  -2.8709  2.5456
H  -1.4891  -1.6455  4.6746
H  -0.5285  0.2075  5.8937
H  0.5076  2.4419  5.9643
H  1.0261  3.6321  3.8552
H  0.5276  2.5982  1.7009
H  -3.0087  0.2512  2.0100
H  -5.3055  1.0637  2.1940
H  -6.1261  2.8699  0.7151
H  -4.6320  3.8836  -0.9545
H  -2.4430  4.0437  -2.0120
H  -0.1089  3.2624  -2.2440
H  3.6820  1.6777  -2.1982
H  4.2620  1.3163  -4.5706
H  3.7250  0.1644  -6.6918
H  2.4608  1.3107  -7.1192
H  2.0811  -0.4051  -7.0135
H  0.3005  -0.1035  -5.3358
H  -0.2951  0.2469  -2.9726

Charge: +2
ΔE to the lowest compared entry with this formula, charge and spin: 0.0000 eV
HOMO level: -0.4867 Ha



(4)
C4H12N3 | the ωB97M-V functional and the def2-TZVPD basis

Positions of all 19 atoms, in Å:
C  -0.8769  -0.9226  1.4044
C  0.5285  -0.5408  0.7938
C  0.3350  0.0350  -0.6185
C  0.4277  1.3874  -0.6604
N  0.0675  2.1271  -1.9115
N  0.4812  -0.8599  -1.6424
N  -0.6911  -1.3035  2.7793
H  -1.4284  0.0152  1.2862
H  -1.3531  -1.6579  0.7627
H  1.1918  -0.0782  1.5180
H  1.0214  -1.4953  0.5254
H  0.7759  1.9098  0.2129
H  -0.6164  1.6353  -2.4859
H  0.9156  2.2007  -2.4774
H  -0.4097  2.9876  -1.6405
H  0.8165  -1.7833  -1.4924
H  -0.0560  -0.6973  -2.4805
H  -0.8984  -2.2678  2.9469
H  -1.1166  -0.6929  3.4519

Structure (SMILES): NCC/C(N)=C/[NH3+]
Charge: +1
ΔE to the lowest compared entry with this formula, charge and spin: 2.7066 eV
HOMO level: -0.4469 Ha



Going through the records in order, we get LUMO level values of 0.8 -0.5 -7.0 -3.7 eV.